[1]
Here is a 3-piece molecular cluster, C7H23BN2O3P overall from OMol25. Energies are from ωB97M-V/def2-TZVPD.

Geometry as XYZ:
```
37
C7H23BN2O3P (ωB97M-V/def2-TZVPD)
C -2.55 -0.33 -2.37
C -1.52 0.80 -2.60
B -0.88 1.18 -1.21
O 0.26 0.49 -0.88
P -1.50 2.59 0.02
C -2.68 1.53 1.13
H -2.09 -1.15 -1.80
H -3.39 0.03 -1.77
H -2.96 -0.74 -3.30
H -2.01 1.67 -3.06
H -0.75 0.45 -3.31
H 0.57 0.73 0.01
H -2.64 2.97 -0.90
H -1.81 3.75 0.89
H -0.31 2.26 0.95
H -0.57 3.50 -0.82
H -2.35 1.62 2.18
H -2.65 0.46 0.85
H -3.71 1.89 1.04
O -1.94 -3.15 -0.27
C -0.87 -3.46 0.21
N -0.77 -4.39 1.21
C 0.43 -2.83 -0.25
H 0.11 -4.60 1.64
H -1.62 -4.79 1.57
H 0.34 -1.75 -0.14
H 0.54 -3.03 -1.31
H 1.30 -3.20 0.29
O 2.29 0.30 1.30
C 3.46 0.60 1.20
N 4.17 0.37 0.06
C 4.21 1.26 2.33
H 5.12 0.66 -0.05
H 3.66 0.01 -0.73
H 4.16 0.62 3.21
H 3.69 2.19 2.58
H 5.26 1.48 2.10
```

- HOMO energy (hartree) = -0.0779
- charge = -1
- calculated total energy (hartree) = -981.91819
- orbital gap (eV) = 4.82
- energy above the lowest of the compared OMol25 structures with the same formula, charge and spin (eV) = 0.369



[2]
Here is a 11-piece molecular cluster, C62H62N4 overall in a non-equilibrium geometry from OMol25. Energies are from ωB97M-V/def2-TZVPD.

Geometry as XYZ:
```
128
C62H62N4 (ωB97M-V/def2-TZVPD)
C -2.19 2.59 4.48
C -3.02 2.84 5.57
C -4.28 3.40 5.35
C -4.76 3.72 4.06
C -3.97 3.33 3.03
C -2.71 2.78 3.17
H -1.19 2.20 4.58
H -2.73 2.66 6.59
H -4.81 3.74 6.23
H -5.59 4.39 3.86
H -4.34 3.64 2.06
H -2.13 2.47 2.31
C 5.79 1.21 -0.33
C 5.67 0.45 0.83
C 4.53 -0.27 1.11
C 3.44 -0.12 0.29
C 3.52 0.65 -0.86
C 4.68 1.35 -1.20
H 6.70 1.74 -0.57
H 6.46 0.41 1.56
H 4.50 -0.86 2.02
H 2.44 -0.45 0.55
H 2.65 0.75 -1.50
H 4.75 1.93 -2.11
C 0.96 3.97 3.98
C 1.22 2.85 3.28
C 2.33 2.90 2.47
C 3.19 3.95 2.42
C 3.00 5.00 3.24
C 1.87 5.01 4.07
H 0.12 4.03 4.66
H 0.58 1.98 3.34
H 2.58 1.98 1.96
H 4.00 3.95 1.71
H 3.57 5.91 3.12
H 1.67 5.89 4.66
C 2.83 -5.02 0.92
C 2.63 -6.19 1.67
C 1.84 -6.10 2.80
C 1.09 -4.96 3.03
C 1.30 -3.82 2.29
C 2.21 -3.83 1.25
H 3.58 -5.00 0.14
H 3.16 -7.09 1.40
H 1.83 -6.94 3.48
H 0.49 -4.74 3.90
H 0.90 -2.89 2.66
H 2.34 -2.84 0.84
C -1.12 -2.51 5.79
C -1.84 -3.61 5.42
C -2.67 -3.67 4.34
C -2.89 -2.60 3.57
C -2.20 -1.45 3.94
C -1.25 -1.40 4.97
H -0.47 -2.42 6.65
H -1.62 -4.46 6.04
H -3.13 -4.60 4.03
H -3.56 -2.57 2.73
H -2.33 -0.54 3.36
H -0.71 -0.50 5.20
C 3.83 -3.73 -2.54
C 3.37 -2.48 -3.00
C 2.05 -2.31 -3.41
C 1.29 -3.44 -3.58
C 1.76 -4.69 -3.30
C 3.03 -4.86 -2.74
H 4.84 -3.86 -2.17
H 4.04 -1.65 -2.87
H 1.61 -1.34 -3.59
H 0.27 -3.37 -3.93
H 1.22 -5.53 -3.71
H 3.44 -5.86 -2.71
C -0.38 0.29 -1.63
C -0.33 -0.93 -1.02
C -0.23 -1.03 0.42
C -0.32 0.11 1.16
C -0.43 1.32 0.52
C -0.44 1.41 -0.87
H -0.48 0.32 -2.70
H -0.42 -1.80 -1.66
H 0.02 -1.97 0.90
H -0.36 0.08 2.24
H -0.43 2.22 1.12
H -0.53 2.40 -1.30
C -3.59 -4.88 -0.34
C -2.31 -4.40 0.08
C -1.30 -4.40 -0.93
N -1.53 -4.70 -2.27
C -2.77 -5.13 -2.61
C -3.83 -5.28 -1.69
H -4.41 -5.01 0.36
H -2.13 -4.12 1.10
H -0.29 -4.12 -0.68
H -3.05 -5.31 -3.63
H -4.81 -5.58 -2.04
C -1.63 5.09 -0.49
C -0.44 4.89 0.22
C 0.81 4.74 -0.41
N 0.81 4.71 -1.79
C -0.33 4.82 -2.51
C -1.59 5.07 -1.88
H -2.56 5.13 0.05
H -0.44 4.97 1.30
H 1.68 4.56 0.21
H -0.26 4.77 -3.59
H -2.50 5.12 -2.47
C 2.40 0.54 -5.89
C 2.70 1.24 -4.70
C 1.71 2.02 -4.11
N 0.51 2.26 -4.72
C 0.24 1.62 -5.87
C 1.12 0.68 -6.43
H 3.10 -0.11 -6.40
H 3.58 1.06 -4.10
H 1.94 2.56 -3.21
H -0.73 1.76 -6.32
H 0.86 0.04 -7.26
C -4.67 1.72 -3.31
C -5.37 1.68 -4.45
C -4.81 2.23 -5.64
N -3.59 2.88 -5.56
C -2.92 2.86 -4.42
C -3.39 2.29 -3.25
H -5.13 1.31 -2.42
H -6.34 1.21 -4.55
H -5.33 2.12 -6.58
H -1.98 3.41 -4.47
H -2.80 2.16 -2.36
```

- HOMO energy (hartree) = -0.3277
- SMILES = c1ccccc1.c1ccccc1.c1ccccc1.c1ccccc1.c1ccccc1.c1ccccc1.c1ccccc1.c1ccncc1.c1ccncc1.c1ccncc1.c1ccncc1
- calculated total energy (hartree) = -2618.64312
- orbital gap (eV) = 9.44



[3]
Here is C25H28BNO2RuS4 as an isolated structure in a non-equilibrium geometry from OMol25. Energies are from ωB97M-V/def2-TZVPD.

Geometry as XYZ:
```
62
C25H28BNO2RuS4 (ωB97M-V/def2-TZVPD)
Ru 0.55 0.76 0.49
S 1.98 2.69 0.38
C 1.23 3.35 -1.08
C 1.43 4.72 -1.29
C 0.79 5.39 -2.33
C -0.07 4.70 -3.18
C -0.29 3.33 -2.98
C 0.34 2.63 -1.94
S 0.16 0.86 -1.94
C -1.51 0.23 -1.53
C -1.69 -0.64 -0.26
C -3.00 -0.99 0.09
C -3.27 -1.44 1.38
C -2.24 -1.46 2.31
C -0.95 -1.13 1.90
C 0.17 -0.89 2.88
S 0.95 0.75 2.76
C -0.44 1.79 3.26
C -0.56 2.00 4.65
C -1.57 2.81 5.18
C -2.46 3.44 4.32
C -2.35 3.26 2.94
C -1.35 2.44 2.40
S -1.29 2.35 0.67
N -0.66 -0.90 0.61
H 2.07 5.28 -0.60
H 0.95 6.45 -2.46
H -0.59 5.22 -3.98
H -0.96 2.80 -3.65
H -1.76 -0.44 -2.37
H -2.25 1.03 -1.58
H -3.81 -0.79 -0.60
H -4.28 -1.65 1.68
H -2.45 -1.65 3.36
H 0.95 -1.64 2.69
H -0.17 -1.05 3.90
H 0.15 1.54 5.32
H -1.63 2.97 6.25
H -3.23 4.10 4.71
H -3.04 3.78 2.28
C 1.32 -4.54 -0.55
C 0.88 -3.24 -1.25
C -0.20 -3.62 -2.31
O 0.27 -2.38 -0.32
B 0.59 -1.07 -0.89
O 1.59 -1.10 -1.97
C 2.08 -2.41 -1.85
C 3.32 -2.37 -0.91
C 2.55 -2.92 -3.23
H 0.43 -5.07 -0.13
H 2.00 -4.34 0.30
H 1.82 -5.22 -1.27
H -1.07 -4.10 -1.82
H 0.21 -4.34 -3.06
H -0.57 -2.72 -2.85
H 3.05 -2.00 0.10
H 4.09 -1.69 -1.33
H 3.78 -3.38 -0.81
H 1.74 -2.87 -3.98
H 2.91 -3.97 -3.15
H 3.38 -2.29 -3.61
H 1.98 -0.36 0.26
```

- HOMO energy (alpha / beta) (hartree) = -0.0606 / -0.1565
- multiplicity = 6
- charge = -1
- calculated total energy (hartree) = -2887.00691
- orbital gap (alpha / beta) (eV) = 4.39 / 6.11



[4]
Here is C43H33N4OP2S2Sn as an isolated structure in a non-equilibrium geometry from OMol25. Energies are from ωB97M-V/def2-TZVPD.

Geometry as XYZ:
```
86
C43H33N4OP2S2Sn (ωB97M-V/def2-TZVPD)
Sn 1.77 -0.20 0.05
S 1.27 1.10 2.19
P -0.63 1.16 1.46
C -0.45 0.41 -0.16
P -0.62 1.43 -1.60
S 0.73 2.87 -1.49
C -0.36 0.44 -3.09
C -0.26 -0.94 -3.07
C -0.06 -1.64 -4.25
C 0.04 -0.96 -5.45
C -0.07 0.43 -5.47
C -0.27 1.13 -4.30
C -2.31 2.04 -1.73
C -2.57 3.39 -1.93
C -3.88 3.83 -2.07
C -4.92 2.92 -1.99
C -4.67 1.57 -1.79
C -3.36 1.13 -1.67
C -1.31 2.83 1.41
C -2.66 3.01 1.10
C -3.19 4.29 1.04
C -2.37 5.39 1.27
C -1.03 5.21 1.56
C -0.49 3.93 1.63
C -1.69 0.20 2.57
C -2.56 0.83 3.46
C -3.26 0.08 4.40
C -3.08 -1.29 4.47
C -2.18 -1.92 3.61
C -1.48 -1.18 2.68
H -0.34 -1.48 -2.14
H 0.02 -2.72 -4.23
H 0.19 -1.50 -6.38
H 0.00 0.96 -6.41
H -0.34 2.21 -4.31
H -1.74 4.09 -1.97
H -4.08 4.88 -2.22
H -5.94 3.26 -2.09
H -5.48 0.86 -1.74
H -3.16 0.07 -1.53
H -3.30 2.16 0.91
H -4.23 4.42 0.80
H -2.79 6.38 1.21
H -0.39 6.07 1.74
H 0.56 3.79 1.85
H -2.69 1.90 3.44
H -3.93 0.58 5.08
H -3.63 -1.87 5.20
H -2.02 -2.99 3.68
H -0.74 -1.66 2.06
C -1.31 -4.81 -1.63
C 0.07 -4.99 -1.59
C 0.86 -4.13 -0.84
C 0.28 -3.09 -0.10
C -1.10 -2.92 -0.15
C -1.88 -3.78 -0.91
N 1.13 -2.23 0.65
C 1.85 -2.81 1.63
C 1.46 -4.01 2.30
C 2.22 -4.51 3.32
C 3.43 -3.90 3.74
C 3.85 -2.77 3.10
C 3.07 -2.23 2.06
N 3.46 -1.14 1.33
N 4.63 -0.69 1.41
C 4.86 0.45 0.60
C 6.18 0.87 0.45
C 6.43 1.98 -0.32
C 5.35 2.65 -0.90
C 4.07 2.17 -0.70
N 3.83 1.08 0.04
H -1.92 -5.48 -2.22
H 0.54 -5.79 -2.15
H 1.93 -4.26 -0.81
H -1.57 -2.11 0.39
H -2.95 -3.63 -0.93
H 0.55 -4.50 2.00
H 1.89 -5.41 3.82
H 3.99 -4.33 4.55
H 4.76 -2.27 3.38
H 6.96 0.31 0.95
H 7.44 2.33 -0.47
H 5.50 3.53 -1.51
H 3.21 2.65 -1.14
O 3.83 -1.37 -2.93
C 3.03 -1.76 -2.26
```

- HOMO energy (alpha / beta) (hartree) = -0.3716 / -0.3583
- charge = +1
- calculated total energy (hartree) = -3645.83315
- orbital gap (alpha / beta) (eV) = 5.63 / 5.18
- energy above the lowest of the compared OMol25 structures with the same formula, charge and spin (eV) = 1.262